1.
Below is a 10-piece molecular cluster, C44H114N6O20 overall at a distorted geometry, with properties calculated with wB97M-V/def2-TZVPD.

XYZ file:
```
184
C44H114N6O20 | the OMol25 dataset | wB97M-V/def2-TZVPD
H -22.24259 10.16622 -20.80229
H -10.80771 7.52756 -21.27740
C -15.69013 10.92794 -23.73821
C -13.74815 12.82430 -14.00200
H -20.60753 7.23009 -20.69845
O -17.08510 7.42554 -18.12107
C -21.51252 4.70663 -24.09315
C -18.55752 8.29271 -16.39387
C -20.14901 4.85395 -21.11299
C -15.27578 17.16746 -19.60506
C -19.94914 18.17379 -13.91052
H -18.86665 15.97897 -14.48588
O -12.60508 17.62186 -12.32336
H -16.79951 12.28140 -17.06952
C -11.32633 3.65730 -12.65513
H -16.75078 8.42796 -19.67528
H -13.28017 15.54410 -11.11695
H -19.53795 8.78175 -16.30923
C -17.34953 14.35466 -20.91807
H -12.79956 7.08714 -15.78177
H -20.34387 18.30002 -11.06457
C -19.49848 13.70698 -20.25026
H -15.57933 20.35568 -17.15611
H -20.80359 11.16108 -21.24011
H -11.95704 13.20708 -19.88233
H -10.64371 5.16136 -16.23529
C -16.09380 15.12335 -20.49388
H -22.47276 4.44358 -24.55174
H -12.41165 2.97076 -14.39478
C -13.24505 13.33563 -12.64390
C -13.70482 13.42374 -17.97747
H -21.02258 3.75847 -23.82298
H -13.01555 14.63351 -20.19649
H -17.71382 14.67886 -21.90063
H -12.79954 19.64906 -12.69185
C -12.03913 18.89554 -12.50792
H -10.74873 4.79078 -10.44359
C -20.36334 9.15494 -20.85376
H -16.99366 10.61725 -19.08586
H -12.31657 7.24115 -20.41544
H -12.23158 4.35135 -16.51829
H -18.98626 14.41684 -17.13258
H -11.37018 5.68382 -14.08533
H -17.32636 14.69495 -17.68138
C -15.50594 18.52867 -19.01190
C -20.07661 17.41361 -11.64892
C -12.94213 13.54112 -20.21076
H -14.61873 9.33752 -22.81426
C -11.52630 8.70971 -17.02567
N -19.02693 16.46667 -15.35669
H -10.99420 11.68026 -21.27608
H -16.99316 19.63133 -16.33594
O -18.55987 7.08979 -15.64917
H -16.06864 5.55830 -22.44828
C -18.75292 5.10913 -20.64989
H -19.13107 7.29738 -18.25639
H -20.07528 5.39925 -26.96549
C -9.87024 4.47329 -11.01521
H -12.78189 13.07725 -17.49371
H -20.13697 19.25245 -13.83530
H -19.87719 14.01117 -21.22876
H -17.02483 16.25857 -19.17814
O -15.16166 9.39153 -17.69600
H -12.47314 12.66138 -12.27836
O -20.89951 8.00875 -20.17537
H -14.47036 9.80167 -15.10613
O -10.16576 4.41386 -12.39274
N -16.47365 16.44700 -20.01162
H -15.42565 15.14122 -21.35316
H -16.08958 11.35909 -22.81052
C -17.49509 12.47514 -16.24279
H -9.65696 3.45834 -10.66014
H -12.79188 13.78140 -22.34770
C -11.62750 11.36338 -22.11614
H -15.59443 8.54311 -17.91141
H -22.35992 6.39062 -23.05578
H -20.96418 16.83663 -11.91909
H -13.29598 15.20580 -13.40866
C -12.34042 15.34380 -11.65740
H -11.96179 9.00141 -16.06558
H -16.05274 19.13298 -19.75412
H -11.21599 11.79214 -23.03247
C -19.07735 17.89655 -15.13875
H -10.59342 9.26625 -17.11655
H -19.57110 18.42117 -15.95899
O -11.95515 9.21483 -21.08525
O -17.89938 4.95109 -21.76024
H -13.71343 14.51088 -17.83506
H -11.27960 17.03429 -10.92033
H -17.77221 8.93474 -15.99074
C -15.41199 9.45040 -23.55785
H -18.07267 18.30023 -14.94583
N -11.93548 5.00531 -14.58313
H -14.75597 11.47690 -23.87454
H -14.09330 13.45931 -11.96451
H -19.80756 6.02092 -22.80772
H -10.51096 9.57724 -22.56326
H -14.53753 19.03289 -18.88431
C -11.66535 16.66827 -11.88567
O -16.21626 18.48759 -17.80303
H -20.26049 13.92437 -19.50502
H -19.45232 16.77248 -11.02313
H -15.16910 11.36524 -15.65700
O -14.11557 11.46374 -13.84925
H -20.91932 4.84800 -20.33585
H -17.14703 10.47319 -24.95606
H -17.09675 13.29951 -21.09127
H -12.15492 9.57863 -23.11992
H -9.02774 5.12385 -10.81211
C -17.96341 16.12779 -16.30644
H -11.31182 18.89716 -13.32481
H -14.52800 13.02841 -17.37819
H -12.18314 4.09646 -12.12746
C -13.30719 13.13340 -21.63460
H -14.63852 13.40362 -14.26202
C -11.85959 7.82329 -21.21825
C -20.51990 4.73514 -26.23317
H -15.95075 11.04417 -20.49136
H -18.00772 7.13750 -14.87021
C -16.57679 5.36189 -21.50858
H -16.03642 4.60247 -20.92575
C -21.73151 5.52291 -22.84017
H -17.15335 6.49303 -17.88543
H -19.30010 9.26192 -20.61606
C -16.49447 19.77315 -17.29143
O -13.88106 12.96660 -19.28746
H -14.31849 10.96381 -18.73942
O -16.54174 11.21221 -24.83131
H -13.46790 11.08864 -15.73516
N -20.52010 5.87318 -22.09962
C -11.72104 5.17545 -16.02049
H -11.22882 2.64201 -12.25496
O -21.06865 10.77499 -19.23673
H -19.21743 12.65396 -20.18755
C -18.39998 8.00464 -17.86633
H -18.47483 12.16425 -16.62138
C -11.52837 9.85604 -22.26106
O -18.34471 14.47534 -19.92583
H -11.50979 19.18332 -11.59027
H -12.37862 7.40528 -22.09183
H -14.37929 13.22498 -21.81839
H -21.37052 10.05777 -18.67049
C -17.98146 14.69287 -16.80181
H -11.77368 14.74000 -10.94626
O -19.26004 17.78286 -12.73834
H -15.14808 9.00033 -24.51389
C -14.87910 10.04222 -18.91427
H -10.73132 3.24461 -14.65694
H -22.40010 4.89968 -22.23498
H -15.70587 14.47247 -19.70052
H -20.38672 8.90708 -21.92338
H -21.48108 4.35173 -26.58373
C -14.35203 10.88063 -15.11381
H -16.54902 6.26623 -20.89118
H -18.42135 8.90610 -18.47674
H -12.15437 8.95760 -17.88355
N -13.02438 11.73166 -21.96566
H -18.66134 6.11562 -20.22382
H -14.58994 16.63468 -18.92491
C -12.24194 6.51437 -16.53118
C -21.18785 10.37016 -20.59632
O -20.68478 5.40856 -24.98854
O -16.52019 9.07860 -20.35985
H -12.93616 6.29998 -17.35589
H -17.18061 20.29644 -17.96511
H -12.95005 12.95707 -14.73386
H -14.19274 9.45070 -19.53479
H -19.85535 3.89345 -26.01247
N -12.61347 14.64207 -12.90820
O -11.17792 7.34160 -16.96270
O -16.59979 8.82317 -23.07912
H -16.57499 8.92846 -22.11180
H -14.68714 17.35631 -20.50975
C -11.60709 3.66504 -14.13530
H -17.04328 16.24923 -15.71156
H -10.76786 16.55494 -12.50477
C -16.15109 10.30754 -19.71088
H -20.91351 17.68306 -14.06733
H -17.91652 16.76404 -17.18850
O -17.38770 13.82770 -15.84774
H -20.26027 3.84318 -21.53394
H -17.25205 11.87852 -15.36657
H -13.39413 11.22940 -21.15924
H -18.48439 4.44123 -19.81818
```

frontier orbital gap	8.69	eV
maximum force	1.91	eV/Å
LUMO level	0.34	eV
charge	0
E_HOMO	-8.4	eV

=====

2.
Below is C44H116AsF6N7O7 as an isolated structure at a distorted geometry, with properties calculated with wB97M-V/def2-TZVPD.

XYZ file:
```
181
C44H116AsF6N7O7 | the OMol25 dataset | wB97M-V/def2-TZVPD
H -0.43694 -1.30573 4.50946
H -3.91772 3.67987 5.49087
O -6.76638 -2.28112 -0.78324
C 0.37248 -3.81065 -6.53494
H 0.50022 -1.73630 -6.87190
H 3.94482 -6.62469 -0.99354
H 2.68656 -4.31372 3.78608
H -2.16743 -3.95781 -5.69231
H -8.68243 -1.45172 -0.92799
C -0.18829 0.89410 9.13011
H -2.36913 -5.65711 -5.60955
C 0.29780 -6.22086 -6.25710
H -0.98163 -1.15745 6.08289
C 3.40981 -2.87522 2.26581
H -4.13479 -0.24566 -1.98695
H -3.16214 2.29790 2.56737
C -4.81087 3.15900 5.15542
C 7.95109 3.97534 -3.33337
H -1.63573 7.14606 1.26298
C 4.08763 0.02930 -4.34165
H -0.49716 3.34278 0.71643
C -6.23518 6.29683 3.39797
C -0.43353 -7.54945 -6.34608
H -6.19049 5.37079 5.39830
C 1.34768 0.65659 4.52299
H 2.16564 1.32606 4.78690
C 0.65001 0.04888 5.70873
H 6.74194 -3.00739 1.53821
N -0.62256 -0.64519 5.27035
H -5.43440 6.55803 2.68918
H 0.73671 1.34542 9.49781
C 2.52384 -3.30096 3.42525
H -6.60697 -1.11584 0.92290
H 7.49782 3.93040 -2.33188
H 1.06577 -4.10087 -7.32343
H 5.13836 -1.60644 -2.31736
H -2.98184 7.42918 0.15728
H -6.22492 3.77354 6.78234
H 9.02694 3.81134 -3.23640
F -0.97525 -2.02899 0.33462
H 6.62099 -0.19304 -4.28507
H 0.72473 1.29740 3.89110
C -0.27166 -2.51033 -6.92959
C -8.18589 -2.39798 -0.70120
H -6.49742 7.22467 3.91554
O 7.32396 3.04012 -4.19640
C 4.16230 2.93260 -5.08700
H 6.17309 1.12575 -5.39571
H 0.27224 5.98910 0.40840
C 0.30408 0.98087 6.83851
H 1.19086 1.56585 7.10191
H -0.48931 -5.43004 -3.63745
O -0.73027 -3.36063 -3.76628
N 4.86143 -3.21520 2.44061
H -1.27510 0.04269 4.89517
C -0.40389 3.54125 -0.35108
H 5.61607 -0.87627 -0.85053
H 5.67467 1.33224 -1.70364
H 4.07701 0.70703 -1.79220
H -4.32984 -1.99278 -2.26763
H -0.64143 2.68594 -0.97891
C -5.66406 5.35616 4.45009
H -0.18900 -3.79799 -1.75409
H -8.09808 7.71534 2.64519
H 0.68837 3.59643 -0.48691
H 3.94371 3.99941 -5.01534
H -0.54387 0.21117 9.89865
C -1.01976 7.11689 -0.82472
H -5.33408 4.31094 1.99492
H 1.09989 -6.15673 -6.98788
C 5.04322 -4.69753 2.58294
N -4.42940 -2.68559 0.35773
H 0.88558 -3.78659 -5.57936
C -4.05451 -1.23505 -1.53612
H 3.56662 2.37047 -3.06851
H 4.63560 -0.89058 -4.51159
C 5.70338 -0.75155 -1.92867
H 4.76548 -2.86842 4.52293
H 4.30437 -5.03386 -1.69784
H 6.91678 -2.26483 5.07628
C 0.13560 -3.26083 -2.65502
F 1.19747 -1.01435 0.13836
H -8.48462 -2.73055 0.29575
H 6.11821 -4.86769 2.63621
H 7.65462 1.58641 -2.73140
C 4.46974 -5.61304 1.50183
H -0.45625 8.01579 -1.07523
C 6.78753 -2.72887 4.09557
F -1.93367 0.00673 1.25034
H -7.16552 3.60861 2.78781
C 4.44939 2.42391 -3.70763
C -8.32997 6.70845 2.29884
C 3.97119 -5.55071 -0.79963
N -1.84147 6.95702 -2.11695
C -1.23253 -5.12797 -7.80992
H -4.23216 -0.60274 0.46132
H -4.63023 2.17688 4.72468
H -2.71119 7.48285 -1.97013
H 1.48476 -3.25844 3.09686
H -4.69598 -2.73782 1.34108
C 5.07001 0.58211 -2.22212
H -1.80636 -6.05067 -7.83736
H 5.24100 2.95796 -3.19037
H -6.55218 -0.22993 -0.61442
H 7.81241 4.97788 -3.72700
H 1.24424 -0.75373 6.15082
H 1.13526 -3.65941 -2.88398
H 3.13542 -0.01362 -3.82422
H 5.03730 2.86206 -5.72807
C -6.24352 -1.15649 -0.11538
C 7.46725 1.71040 -3.80755
O -0.08729 0.17852 7.91364
H -0.51412 1.65927 6.53690
C -1.63549 -4.87765 -5.42618
H 3.37645 -5.63878 1.57745
H -4.20765 2.58184 1.19122
H -5.05059 2.49940 7.14702
As -0.33664 -0.46369 0.75161
H 3.91996 0.41155 -5.34991
C -0.22023 5.88033 -0.56989
H 0.66017 5.78087 -1.22234
C -4.68164 3.89714 2.75819
H -7.52091 3.57381 4.52643
H -9.32476 6.44849 2.65614
H 5.46809 -3.05263 0.34447
H 7.53064 -2.24840 3.46338
C -1.91522 7.61451 0.32113
H -0.57145 -2.47666 -7.97297
F -0.65590 0.04127 -0.87738
H -0.94160 1.69088 9.07046
H -0.48119 -5.15352 -8.59571
H 2.96462 -5.19851 -0.54058
H 0.74553 -6.16403 -5.26622
H -4.85609 1.71654 2.56522
H -1.90599 -4.29580 -7.98345
H 1.72913 -0.14743 3.89813
C -4.18560 2.52527 2.28045
H -1.05023 -2.19469 -6.23875
N -5.47727 3.91325 4.03592
H -8.50276 -3.12624 -1.44059
H 8.37659 1.26069 -4.24475
O -7.33746 5.76337 2.73335
H 3.19318 -1.84082 1.99594
C -1.21474 -4.68956 -3.98859
N 5.00784 0.99520 -3.67137
H 0.19055 -8.30720 -5.86034
H -1.43559 7.44522 -2.91779
F 0.15159 -0.95499 2.35542
H -2.11658 5.98657 -2.28508
F 0.30982 1.08846 1.13578
H 5.67718 -1.60610 1.34261
H -3.83967 4.57785 2.87882
C 5.72345 -2.69483 1.33280
O -1.06859 4.75906 -0.65705
N -0.57537 -5.01246 -6.47967
H 6.99932 -3.77901 4.28226
H -2.96911 -1.30849 -1.38741
H -8.35821 6.68838 1.20924
H 5.08917 -1.43761 3.62740
H -0.49534 -7.93345 -7.36190
H -6.46718 2.17253 6.18197
H -2.10245 -4.77196 -3.35427
H 0.22765 -2.21901 -2.35244
H -4.66127 5.76112 4.61329
H 2.62743 -2.59604 4.25195
O 4.89625 -5.23321 0.23025
H -1.35814 -7.59263 -5.77678
C 6.35153 0.85374 -4.35890
C -4.74436 -1.30771 -0.19560
H 4.67688 -5.01643 3.55812
H 6.71546 -0.91263 -2.28506
C -5.69429 2.91610 6.37322
H -1.83351 8.68938 0.47428
H 3.06462 -3.41752 1.37971
H -4.98768 -3.39163 -0.14132
H -3.45060 -2.94199 0.20781
C 5.34520 -2.49557 3.67525
H 3.29361 2.47264 -5.55129
C -6.81661 3.27955 3.75715
H 4.86104 -6.59768 1.78125
H -6.70558 2.19802 3.77609
```

frontier orbital gap	8.71	eV
maximum force	1.84	eV/Å
LUMO level	-10.90	eV
charge	+6
E_HOMO	-19.6	eV